Formula: C20H40CsN2P
Source: the OMol25 dataset
Level of theory: ωB97M-V with the def2-TZVPD basis set

```
64
Properties=species:S:1:pos:R:3:nbo_charge:R:1
Cs -1.85 -0.47 -0.87 0.954
P -2.24 -0.52 2.41 0.683
N 3.39 5.19 1.29 -0.495
N 1.34 3.77 -0.19 -0.606
C 0.74 -2.98 -2.54 -0.161
C 1.06 4.39 1.10 -0.253
C 1.84 -1.09 -3.86 -0.245
C -0.72 -1.00 3.35 -0.703
C -2.93 0.96 4.78 -0.619
C 1.94 5.60 1.40 -0.243
C -1.66 -3.37 -2.65 -0.040
C 3.03 -1.15 -2.91 -0.605
C -0.63 -1.51 -3.83 -0.238
C 2.25 -1.61 -5.25 -0.596
C -2.86 -4.23 -2.34 -0.641
C 0.27 -1.81 2.50 -0.603
C 2.75 3.42 -0.31 -0.254
C -0.39 -3.72 -2.19 -0.232
C -2.74 1.04 3.26 -0.688
C -3.50 -1.71 3.06 -0.698
C 0.64 -1.87 -3.37 -0.028
C 3.69 4.59 -0.06 -0.243
C -1.76 -2.25 -3.48 -0.264
C -3.56 -3.01 2.25 -0.607
H -0.18 -2.73 2.14 0.210
H 1.54 -0.05 -3.97 0.195
H -3.29 -1.92 4.11 0.230
H 1.77 5.99 2.40 0.245
H -0.25 -0.08 3.71 0.222
H 1.19 3.64 1.88 0.201
H -3.79 -3.65 -2.36 0.216
H 1.42 -1.57 -5.95 0.218
H -1.99 1.79 3.01 0.210
H -2.58 -3.48 2.17 0.202
H -2.72 -2.00 -3.91 0.226
H 0.02 4.72 1.14 0.246
H 1.15 -2.08 3.08 0.230
H 4.74 4.28 -0.07 0.245
H -3.67 1.36 2.78 0.230
H -1.01 -1.58 4.23 0.235
H -2.96 -5.01 -3.10 0.249
H 3.81 -0.45 -3.23 0.220
H -4.47 -1.20 3.03 0.234
H -3.78 0.32 5.04 0.219
H -2.04 0.56 5.27 0.208
H 2.95 3.03 -1.31 0.246
H 1.71 -3.32 -2.20 0.218
H -2.77 -4.72 -1.38 0.224
H 3.55 5.38 -0.80 0.228
H 2.75 -0.89 -1.88 0.194
H -3.94 -2.83 1.24 0.195
H 1.78 6.40 0.68 0.229
H 3.60 4.51 2.02 0.432
H -0.73 -0.67 -4.50 0.222
H -0.28 -4.60 -1.57 0.227
H 2.59 -2.65 -5.18 0.215
H -4.23 -3.73 2.73 0.237
H 3.99 6.00 1.45 0.448
H 3.49 -2.14 -2.89 0.217
H 0.61 -1.23 1.64 0.182
H 1.04 4.36 -0.96 0.373
H 3.07 -1.02 -5.65 0.219
H 2.96 2.62 0.40 0.203
H -3.12 1.95 5.19 0.226
```

Results
* calculated total energy: -1256.58987 hartree
* HOMO-LUMO gap: 8.24 eV
* charge: +2
* E_HOMO: -0.4910 Eh

=====

Formula: C20H40N2O9S3
Source: the OMol25 dataset
Level of theory: ωB97M-V with the def2-TZVPD basis set

```
74
Properties=species:S:1:pos:R:3:lowdin_charge:R:1
S -0.37 -4.87 2.40 0.931
S 1.98 0.22 0.82 1.069
S 0.32 4.28 -1.16 0.985
O 4.01 3.28 0.45 0.108
O -2.38 3.34 1.74 0.042
O 3.46 1.27 -0.50 -0.139
O 2.45 -0.57 -0.41 -0.659
O -0.39 3.35 -0.21 -0.620
O -3.75 1.83 0.76 0.047
O -4.62 3.63 2.00 0.135
O -1.09 -4.91 1.07 -0.564
O 5.42 2.08 -0.95 0.073
N -1.09 -1.54 1.25 0.022
N -0.86 1.15 -3.23 0.149
C 5.45 0.76 -1.48 -0.125
C -1.63 -2.29 0.62 -0.118
C 4.02 0.51 -1.54 -0.177
C 0.91 -3.55 2.32 -0.232
C -2.29 -3.32 -0.17 -0.150
C -4.65 -3.03 0.97 -0.093
C -1.53 2.51 0.89 -0.208
C -1.45 -4.02 3.61 -0.252
C 1.06 -0.24 -2.08 -0.250
C 0.02 0.58 -2.73 -0.210
C -2.41 1.29 0.57 -0.075
C 0.42 -2.52 -2.56 -0.101
C 1.81 4.88 -0.15 -0.179
C 1.56 -1.53 -2.81 -0.183
C -3.83 -3.04 -0.34 -0.213
C 1.19 1.74 0.11 -0.204
C 0.52 -0.58 1.44 -0.345
C 4.23 2.28 -0.22 -0.477
C -0.85 5.72 -1.24 -0.202
C -3.74 2.95 1.57 -0.492
H 1.84 -3.90 1.88 0.062
H 1.23 -3.40 3.35 0.066
H 0.77 -3.41 -3.09 0.079
H -2.25 0.32 1.05 0.084
H -2.17 -4.26 0.37 0.027
H -4.50 -2.16 1.62 0.070
H 1.93 5.94 -0.39 0.054
H -2.25 1.12 -0.50 0.120
H -1.89 5.49 -1.46 0.064
H -0.38 0.00 1.62 0.063
H 5.95 -0.06 -0.96 0.139
H 0.53 -0.54 -1.18 0.093
H -4.23 -3.64 -1.16 0.104
H 3.51 0.92 -2.41 0.157
H 0.39 -2.84 -1.52 0.063
H 0.79 1.57 -0.89 0.046
H -1.42 3.00 -0.08 -0.051
H -1.76 -3.43 -1.12 0.105
H -2.47 -4.39 3.68 0.053
H -4.42 -3.97 1.48 0.065
H -0.58 2.34 1.40 0.113
H 1.81 -1.48 -3.87 0.117
H 3.77 -0.55 -1.44 0.117
H 0.57 -2.71 1.71 -0.003
H 5.84 0.60 -2.48 0.143
H 1.64 4.61 0.89 0.073
H 1.93 0.34 -1.78 0.051
H 0.30 2.08 0.63 0.008
H 1.85 2.60 0.06 0.025
H -1.22 -4.11 4.67 0.055
H -1.57 -2.96 3.38 0.042
H 0.76 -1.14 2.35 0.061
H -0.73 6.11 -0.23 0.052
H -0.51 6.42 -2.00 0.047
H 2.39 -1.84 -2.17 0.094
H -0.56 -2.09 -2.78 0.080
H -3.95 -2.06 -0.79 0.093
H 0.23 -1.44 0.84 0.002
H -5.74 -2.99 0.86 0.067
H 2.69 4.28 -0.38 0.007
```

Results
* calculated total energy: -2766.54870 hartree
* HOMO-LUMO gap: 7.40 eV
* charge: 0
* E_HOMO: -0.2627 Eh

=====

Formula: C20H40NP3S2Yb
Source: the OMol25 dataset
Level of theory: ωB97M-V with the def2-TZVPD basis set

```
67
Properties=species:S:1:pos:R:3:nbo_charge:R:1
Yb 2.60 -0.36 -1.66 1.644
S -0.16 2.12 -1.22 0.359
S 3.16 -0.32 3.07 0.595
P -2.82 2.45 0.28 0.753
P 1.98 -2.75 0.05 0.799
P -1.89 -0.55 2.00 1.236
N 2.50 0.54 0.73 -0.542
C 0.82 -1.40 -2.90 -0.392
C 1.59 2.76 -3.26 -0.402
C 2.31 0.26 -3.89 -0.369
C -4.34 1.67 -0.39 -0.938
C 3.37 -0.26 1.36 -0.175
C 0.26 -0.42 -2.10 -0.267
C 1.63 1.14 1.62 -0.052
C 1.02 3.31 -1.96 -0.523
C 1.90 1.32 -2.91 -0.329
C 2.39 -3.48 1.66 -0.922
C -2.90 0.07 3.35 -0.961
C -2.77 3.96 -0.75 -0.944
C -3.33 3.18 1.89 -0.938
C 1.83 0.76 2.93 -0.434
C 1.83 -1.02 -3.80 -0.199
C 3.52 -3.19 -0.87 -0.952
C -0.65 -1.61 2.77 -0.972
C -2.89 -1.65 0.98 -0.961
C 0.89 -4.09 -0.58 -0.917
C 0.71 0.88 -2.12 -0.248
H 2.26 -1.85 -4.38 0.280
H 0.90 2.84 -4.12 0.264
H -3.63 2.41 2.60 0.221
H -4.13 3.91 1.72 0.254
H -3.60 -2.19 1.62 0.292
H -1.05 -2.01 3.72 0.291
H -0.40 -2.46 2.12 0.252
H -4.07 1.18 -1.34 0.240
H -2.37 0.86 3.89 0.279
H -4.73 0.91 0.30 0.225
H 0.38 4.20 -2.09 0.276
H 2.82 1.55 -2.24 0.157
H -3.72 4.48 -0.65 0.258
H 3.63 -4.28 -0.81 0.298
H -1.98 4.63 -0.40 0.240
H -3.10 -0.77 4.03 0.283
H 1.60 -3.25 2.39 0.247
H -3.85 0.46 2.98 0.282
H -2.23 -2.38 0.48 0.255
H 0.51 -2.42 -2.80 0.268
H 1.81 3.50 -1.20 0.229
H -0.11 -3.97 -0.14 0.241
H 1.25 1.09 3.78 0.281
H 4.39 -2.68 -0.42 0.243
H -3.43 -1.07 0.23 0.281
H -5.10 2.44 -0.60 0.256
H 4.21 -0.77 0.89 0.235
H -0.48 -0.65 -1.32 0.253
H 2.49 -4.56 1.52 0.264
H 3.34 -3.08 2.04 0.247
H -1.44 0.59 1.16 0.068
H 0.80 -4.05 -1.67 0.244
H 0.26 -1.05 3.01 0.264
H 0.89 1.84 1.26 0.252
H 2.47 3.34 -3.53 0.262
H -2.45 3.70 2.30 0.242
H 1.31 -5.06 -0.26 0.260
H 3.46 -2.93 -1.94 0.230
H -2.57 3.72 -1.80 0.245
H 3.08 0.51 -4.62 0.290
```

Results
* ΔE to the lowest compared entry with this formula, charge and spin: 0.0000 eV
* calculated total energy: -3818.92015 hartree
* HOMO-LUMO gap (spin up / spin down): 6.27 / 5.82 eV
* spin multiplicity: 2
* charge: +3
* E_HOMO (spin up / spin down): -0.5781 / -0.5781 Eh

=====

Formula: C20H40O34S9
Source: the OMol25 dataset
Level of theory: ωB97M-V with the def2-TZVPD basis set

```
103
Properties=species:S:1:pos:R:3:lowdin_charge:R:1
S 5.48 3.64 -1.40 0.780
S -3.28 2.29 -0.85 0.746
S -3.56 -2.93 -5.54 0.711
S -0.73 -3.24 3.29 0.732
S -0.01 -0.75 -0.29 0.771
S 1.66 2.75 2.97 0.748
S 6.42 -1.73 -0.68 0.757
S -5.95 -4.32 -1.50 0.719
S -3.23 2.95 5.12 0.694
O 6.26 -3.16 -0.53 -0.219
O -4.79 -3.84 -0.43 -0.186
O 8.04 -1.38 -1.03 -0.192
O -2.24 4.08 5.14 -0.276
O -2.55 1.58 5.58 -0.189
O 5.26 5.00 -2.01 -0.259
O -7.17 -4.85 -0.81 -0.259
O 6.67 3.67 -0.28 -0.204
O -2.36 -3.94 -5.12 -0.185
O 1.40 2.80 1.36 -0.258
O -3.85 1.13 -0.19 -0.235
O -3.38 2.44 3.55 -0.186
O 5.56 2.42 -2.20 -0.267
O -5.42 -5.02 -2.63 -0.224
O 6.03 -1.35 -2.24 -0.207
O -0.93 -0.01 0.61 -0.361
O -1.94 1.98 -1.86 -0.233
O 5.90 -0.82 0.36 -0.257
O -1.23 -4.21 4.55 -0.187
O -4.83 -3.13 -4.80 -0.245
O -4.44 3.20 5.79 -0.210
O -0.52 -1.80 -1.19 -0.353
O 4.32 3.31 -0.22 -0.226
O -6.20 -2.81 -1.96 -0.173
O 0.07 -2.16 3.81 -0.239
O -4.15 2.96 -2.12 -0.186
O -3.06 3.37 0.09 -0.243
O 2.52 3.93 3.22 -0.263
O -2.25 -2.70 2.95 -0.207
O -2.83 -1.60 -5.03 -0.222
O -3.62 -2.82 -7.01 -0.256
O 0.04 3.05 3.19 -0.245
O -0.15 -4.03 2.19 -0.239
O 2.19 1.45 3.43 -0.244
C 2.65 -0.42 0.39 -0.191
C -1.99 2.53 -3.13 -0.205
C -2.56 -3.99 4.93 -0.176
C 1.49 -1.30 0.66 -0.214
C -3.09 1.01 3.52 -0.203
C 0.38 3.71 0.94 -0.132
C 2.50 0.23 -1.06 -0.162
C 1.02 0.53 -1.20 -0.205
C -2.11 0.67 4.55 -0.133
C -4.44 -2.50 -0.58 -0.216
C -1.63 -1.87 -4.28 -0.133
C 4.86 2.63 0.93 -0.150
C -1.74 -3.43 -3.96 -0.155
C 7.15 -0.72 -2.94 -0.151
C 6.37 2.79 0.79 -0.170
C -3.23 -3.09 3.85 -0.181
C -0.58 3.90 2.16 -0.095
C -3.51 2.63 -3.41 -0.135
C 8.13 -0.31 -1.89 -0.237
C -5.03 -2.05 -1.85 -0.198
H 7.03 1.93 0.73 0.124
H 8.00 0.62 -1.35 0.120
H 4.48 1.61 0.86 0.105
H 1.18 -1.46 1.69 0.080
H -3.87 -3.73 3.24 0.134
H -4.00 0.40 3.51 0.130
H -3.10 -4.86 5.29 0.137
H 9.12 -0.20 -2.32 0.143
H -1.44 1.99 -3.90 0.138
H -5.16 -0.97 -1.87 0.142
H 3.25 1.02 -1.16 0.096
H 2.65 0.37 1.14 0.082
H 7.62 -1.45 -3.60 0.132
H -4.71 -1.95 0.32 0.132
H -3.89 1.78 -3.97 0.127
H -3.73 -2.27 4.37 0.125
H 1.72 -2.32 0.34 0.109
H -0.76 4.89 2.58 0.134
H 2.69 -0.45 -1.88 0.111
H 6.60 3.42 1.64 0.133
H -1.59 3.54 -3.05 0.130
H 6.77 0.02 -3.63 0.132
H 4.59 3.12 1.86 0.118
H -2.83 0.70 2.51 0.118
H 0.51 0.63 -2.16 0.086
H -0.72 -3.80 -3.83 0.134
H 3.56 -1.01 0.42 0.094
H -1.57 3.47 2.07 0.093
H -1.67 -1.27 -3.36 0.095
H -2.32 -3.76 -3.10 0.124
H 0.92 1.49 -0.69 0.074
H -4.32 -2.34 -2.62 0.094
H -0.29 3.23 0.23 0.102
H -2.45 -3.36 5.82 0.120
H -3.35 -2.44 -0.58 0.126
H -0.72 -1.59 -4.80 0.128
H -3.59 3.48 -4.09 0.129
H -1.12 0.94 4.18 0.127
H -2.14 -0.37 4.86 0.128
H 0.87 4.62 0.61 0.138
```

Results
* calculated total energy: -6927.52584 hartree
* HOMO-LUMO gap: 10.67 eV
* charge: 0
* E_HOMO: -0.3996 Eh
* SMILES: O=S1(=O)CCCC1.O=S1(=O)OCCO1.O=S1(=O)OCCO1.O=S1(=O)OCCO1.O=S1(=O)OCCO1.O=S1(=O)OCCO1.O=S1(=O)OCCO1.O=S1(=O)OCCO1.O=S1(=O)OCCO1

=====

Formula: C20H40P2PtSi
Source: the OMol25 dataset
Level of theory: ωB97M-V with the def2-TZVPD basis set

```
64
Properties=species:S:1:pos:R:3:nbo_charge:R:1
Pt 2.48 0.46 -1.27 0.423
P -1.14 0.56 -1.82 0.773
P 2.52 -0.09 -3.25 1.101
Si 1.97 1.08 2.88 1.605
C -2.40 -0.88 -2.00 -0.911
C -2.52 1.63 -2.57 -0.891
C -0.28 0.31 -3.43 -0.739
C 3.21 1.42 4.27 -1.099
C 5.17 1.28 0.11 -0.699
C -4.41 -1.23 2.37 0.090
C -3.88 -2.47 2.16 0.066
C -1.66 -2.26 0.73 -0.476
C -2.72 -3.14 1.45 -0.483
C -3.53 0.88 1.38 -0.446
C -1.65 -0.87 1.26 -0.161
C -2.21 0.31 0.93 -0.181
C 1.05 -0.52 3.44 -1.093
C 2.76 1.08 -4.68 -0.959
C 3.58 -1.51 -3.69 -0.952
C 3.75 1.03 0.35 -0.091
C 2.68 0.96 1.10 -0.540
C 0.77 -0.79 -3.27 -0.720
C -3.83 0.14 2.68 -0.469
C 0.75 2.52 2.75 -1.107
H -4.53 0.72 3.27 0.270
H -1.72 -2.40 -0.35 0.245
H 1.52 -1.02 4.31 0.260
H 0.68 -1.27 -2.27 0.227
H 0.17 1.31 -3.59 0.230
H -4.33 0.71 0.64 0.231
H -5.51 -1.21 2.37 0.260
H 4.59 -1.35 -3.31 0.262
H 5.84 0.49 0.55 0.274
H 4.07 1.91 3.81 0.243
H 3.70 1.64 -4.61 0.270
H -2.88 0.06 3.24 0.244
H 0.65 -1.62 -3.97 0.269
H 2.83 2.08 5.06 0.268
H 3.64 -1.72 -4.75 0.270
H -1.46 1.07 0.59 0.242
H -0.01 -0.35 3.71 0.221
H -0.32 2.22 2.76 0.231
H 2.79 0.63 -5.68 0.271
H 5.37 1.33 -0.99 0.247
H -1.86 -1.76 -2.37 0.219
H -2.13 2.61 -2.88 0.233
H 1.94 1.81 -4.71 0.254
H -0.66 -2.61 1.00 0.243
H 1.09 -1.23 2.60 0.226
H -2.99 1.12 -3.43 0.226
H -1.03 0.07 -4.20 0.252
H 3.57 0.51 4.77 0.255
H -3.47 1.96 1.52 0.264
H -4.52 -3.27 2.57 0.264
H 3.11 -2.34 -3.16 0.248
H -1.21 -0.87 2.25 0.202
H 0.98 2.97 1.78 0.242
H 5.42 2.26 0.55 0.272
H -3.32 1.79 -1.84 0.227
H -2.21 -3.74 2.22 0.295
H -3.29 -0.70 -2.63 0.239
H 0.91 3.29 3.53 0.263
H -3.09 -3.90 0.74 0.292
H -2.85 -1.10 -1.02 0.207
```

Results
* ΔE to the lowest compared entry with this formula, charge and spin: 1.9717 eV
* calculated total energy: -1876.66902 hartree
* HOMO-LUMO gap (spin up / spin down): 6.73 / 4.93 eV
* spin multiplicity: 5
* charge: +2
* E_HOMO (spin up / spin down): -0.4821 / -0.5279 Eh

=====

Formula: C20H41AuGeO7P2Sb2
Source: the OMol25 dataset
Level of theory: ωB97M-V with the def2-TZVPD basis set

```
74
Properties=species:S:1:pos:R:3:lowdin_charge:R:1
Au 0.45 -0.75 -0.24 0.532
Sb -0.43 -4.01 -0.61 1.685
Sb 2.89 -0.32 -0.61 1.329
Ge -0.96 2.51 -0.09 0.964
P -1.83 -2.33 1.64 0.234
P -2.89 0.35 0.81 0.274
O -1.32 -2.36 0.10 -0.568
O -0.44 -2.25 2.40 -0.110
O -1.56 0.66 0.02 -0.477
O -2.67 -3.47 1.95 -0.203
O -3.41 1.45 1.59 -0.175
O -3.92 -0.29 -0.19 -0.051
O -2.44 -0.90 1.76 -0.198
C 2.64 -4.08 -1.18 -0.271
C -2.05 -4.62 -1.78 -0.197
C 4.04 -0.37 1.15 -0.265
C 3.72 -1.85 -1.85 -0.298
C -0.12 -5.23 1.05 -0.191
C -5.59 4.16 0.09 -0.093
C 3.32 1.51 -1.58 -0.278
C -0.70 3.09 1.75 -0.294
C -2.08 3.37 -1.42 -0.281
C 0.50 4.03 1.84 -0.285
C 1.32 -3.77 -1.87 -0.228
C -3.59 3.33 -1.21 -0.276
C 4.88 -3.56 -0.47 -0.035
C 0.41 5.23 0.90 -0.280
C -0.81 6.11 1.15 -0.088
C 3.72 -3.17 -1.14 -0.287
C 5.01 -4.80 0.12 -0.035
C 2.80 -5.35 -0.62 -0.073
C 3.97 -5.71 0.03 -0.044
C -4.08 4.24 -0.09 -0.287
H 4.38 1.53 -1.83 0.028
H -2.92 -4.71 -1.12 0.044
H 1.10 -4.53 -2.62 0.087
H -3.71 -1.14 -0.60 0.091
H -5.89 3.15 0.34 0.076
H -0.93 -5.03 1.75 0.017
H 2.73 1.59 -2.48 0.021
H 0.60 4.39 2.87 0.119
H -1.80 2.92 -2.38 0.072
H -3.60 3.96 0.85 0.081
H 3.98 -1.37 1.58 0.015
H 2.01 -6.09 -0.72 0.111
H 4.07 -6.71 0.44 0.121
H 3.65 0.36 1.86 0.019
H -0.49 -2.45 3.35 0.127
H -0.79 7.00 0.52 0.084
H -0.18 -6.26 0.70 0.049
H -3.78 5.27 -0.31 0.112
H -5.93 4.83 0.88 0.079
H 0.87 -5.05 1.48 0.038
H 4.73 -1.55 -2.10 0.082
H -0.83 6.44 2.19 0.089
H -1.74 5.59 0.95 0.044
H -6.11 4.45 -0.83 0.080
H 1.24 -2.81 -2.36 0.041
H 3.09 2.34 -0.91 0.010
H -3.93 2.31 -1.03 0.084
H -1.73 4.41 -1.45 0.075
H -2.24 -3.88 -2.55 0.040
H 5.08 -0.13 0.91 0.031
H -0.53 2.19 2.35 0.074
H -1.82 -5.58 -2.24 0.042
H 0.42 2.12 -0.69 -0.026
H -1.62 3.54 2.11 0.068
H -4.07 3.64 -2.15 0.122
H 5.72 -2.87 -0.45 0.125
H 1.42 3.47 1.62 0.093
H 0.41 4.88 -0.15 0.082
H 1.32 5.83 1.00 0.113
H 3.15 -1.86 -2.78 0.069
H 5.93 -5.07 0.62 0.122
```

Results
* ΔE to the lowest compared entry with this formula, charge and spin: 1.1401 eV
* calculated total energy: -4688.86983 hartree
* HOMO-LUMO gap: 7.93 eV
* charge: +2
* E_HOMO: -0.5399 Eh